This record from OMol25 describes a molecular structure, C14H8I2N2O2SV. The level of theory is ωB97M-V with the def2-TZVPD basis set.

Cartesian coordinates (Å):
V (-0.610, -0.051, -0.352)
I (-0.325, 5.094, -0.252)
C (1.157, 3.664, -0.315)
C (2.518, 4.079, -0.351)
C (3.537, 3.181, -0.387)
I (5.495, 3.870, -0.420)
C (3.247, 1.781, -0.404)
C (4.208, 0.747, -0.452)
C (3.807, -0.556, -0.483)
C (2.431, -0.849, -0.472)
N (1.509, 0.082, -0.422)
C (1.903, 1.395, -0.376)
C (0.820, 2.338, -0.311)
O (-0.423, 1.876, -0.241)
H (2.731, 5.139, -0.344)
H (5.261, 0.998, -0.465)
H (4.519, -1.368, -0.519)
H (2.086, -1.875, -0.510)
O (-2.537, -0.291, -0.324)
N (-3.093, -1.415, 0.151)
C (-4.413, -1.339, 0.426)
C (-5.088, -2.431, 0.888)
C (-4.378, -3.623, 1.068)
C (-3.037, -3.664, 0.796)
C (-2.343, -2.530, 0.336)
S (-0.654, -2.455, 0.025)
H (-4.840, -0.367, 0.238)
H (-6.143, -2.351, 1.103)
H (-4.882, -4.509, 1.429)
H (-2.463, -4.569, 0.939)

LUMO level (spin up / spin down) ... -0.01092 / -0.01139 hartree
HOMO-LUMO gap (spin up / spin down) ... 7.204 / 7.571 eV
Spin multiplicity ... 4
Strongest force on any atom ... 1.07 eV/A
E ... -74447.932 eV
Highest occupied orbital energy (spin up / spin down) ... -7.5 / -7.9 eV


This record from OMol25 describes a molecular structure, C14H9Cl3N2O3V. The level of theory is ωB97M-V with the def2-TZVPD basis set.

Cartesian coordinates (Å):
V (-0.879, -0.064, 0.763)
C (4.654, -0.241, 1.050)
C (4.478, 0.337, -0.204)
C (3.211, 0.540, -0.711)
C (2.111, 0.154, 0.052)
C (2.278, -0.421, 1.307)
C (3.554, -0.619, 1.806)
N (0.780, 0.343, -0.412)
N (0.598, 0.798, -1.557)
C (-0.746, 0.997, -1.878)
C (-1.058, 1.513, -3.123)
C (-2.392, 1.737, -3.436)
C (-3.375, 1.450, -2.503)
C (-3.045, 0.931, -1.248)
C (-1.729, 0.684, -0.913)
H (5.652, -0.395, 1.438)
H (5.340, 0.634, -0.787)
H (3.064, 0.993, -1.680)
H (1.429, -0.731, 1.907)
H (3.687, -1.068, 2.780)
H (-0.263, 1.738, -3.820)
H (-2.663, 2.141, -4.402)
H (-4.414, 1.632, -2.745)
H (-3.852, 0.736, -0.555)
Cl (-3.287, -0.668, 1.507)
C (-2.699, -1.916, 2.701)
Cl (-3.993, -3.023, 3.024)
Cl (-2.126, -1.093, 4.144)
C (-1.464, -2.617, 2.076)
O (-1.161, -3.734, 2.299)
O (-0.806, -1.774, 1.263)
O (-0.881, 1.003, 1.857)

LUMO level ... -0.21153 hartree
HOMO-LUMO gap ... 6.738 eV
Strongest force on any atom ... 0.46 eV/A
E ... -87034.074 eV
Net charge ... +1
Highest occupied orbital energy ... -12.5 eV


This record from OMol25 describes a single C14H9I3O4 molecule. The level of theory is ωB97M-V with the def2-TZVPD basis set.

Cartesian coordinates (Å):
O (4.352, 0.457, -0.769)
C (4.100, 1.628, -0.721)
O (4.651, 2.460, 0.165)
C (3.107, 2.346, -1.619)
C (1.727, 1.833, -1.315)
C (1.007, 1.113, -2.258)
C (-0.249, 0.631, -1.942)
I (-1.379, -0.448, -3.353)
C (-0.814, 0.843, -0.689)
O (-2.083, 0.410, -0.436)
C (-2.253, -0.721, 0.331)
C (-3.553, -1.033, 0.713)
C (-3.797, -2.162, 1.461)
C (-2.759, -3.011, 1.852)
O (-3.067, -4.096, 2.587)
C (-1.467, -2.678, 1.457)
I (0.157, -3.926, 2.022)
C (-1.206, -1.549, 0.700)
C (-0.079, 1.564, 0.247)
I (-0.924, 1.918, 2.148)
C (1.174, 2.057, -0.059)
H (5.278, 1.994, 0.741)
H (3.367, 2.137, -2.657)
H (3.172, 3.417, -1.429)
H (1.422, 0.924, -3.235)
H (-4.357, -0.382, 0.413)
H (-4.796, -2.420, 1.768)
H (-2.264, -4.601, 2.794)
H (-0.193, -1.322, 0.404)
H (1.726, 2.620, 0.678)

LUMO level ... 0.00707 hartree
HOMO-LUMO gap ... 8.532 eV
Strongest force on any atom ... 0.86 eV/A
SMILES string ... O=C(O)Cc1cc(I)c(Oc2ccc(O)c(I)c2)c(I)c1
E ... -47156.173 eV
Highest occupied orbital energy ... -8.3 eV


This record from OMol25 describes a molecular structure, C15H10BF5N6Rh. The level of theory is ωB97M-V with the def2-TZVPD basis set.

Cartesian coordinates (Å):
Rh (0.502, -0.108, 0.382)
C (-1.627, 3.027, -1.209)
C (-1.096, 2.365, -0.110)
N (-0.447, 1.280, -0.537)
N (-0.564, 1.201, -1.885)
C (-1.274, 2.256, -2.300)
B (0.017, 0.006, -2.682)
N (-0.590, -1.257, -1.992)
C (-1.340, -2.266, -2.450)
C (-1.688, -3.092, -1.395)
C (-1.115, -2.510, -0.271)
N (-0.443, -1.424, -0.658)
N (1.519, -0.037, -2.423)
C (2.622, 0.007, -3.184)
C (3.726, -0.035, -2.349)
C (3.202, -0.103, -1.059)
N (1.869, -0.109, -1.139)
H (-2.201, 3.937, -1.208)
H (-1.136, 2.599, 0.941)
H (-1.490, 2.386, -3.348)
H (-0.240, 0.076, -3.844)
H (-1.588, -2.324, -3.497)
H (-2.288, -3.983, -1.433)
H (-1.154, -2.797, 0.766)
H (2.553, 0.071, -4.257)
H (4.763, -0.015, -2.633)
H (3.707, -0.138, -0.106)
F (-2.271, -1.056, 2.207)
C (-1.316, -0.485, 2.957)
C (-0.190, 0.039, 2.353)
C (0.752, 0.614, 3.171)
F (1.855, 1.144, 2.574)
C (0.629, 0.668, 4.543)
F (1.566, 1.221, 5.301)
C (-0.508, 0.125, 5.120)
F (-0.656, 0.155, 6.432)
C (-1.490, -0.458, 4.327)
F (-2.568, -0.980, 4.895)

LUMO level ... -0.18993 hartree
HOMO-LUMO gap ... 7.135 eV
Strongest force on any atom ... 2.00 eV/A
E ... -41922.940 eV
Net charge ... +1
Highest occupied orbital energy ... -12.3 eV


This record from OMol25 describes 11 unconnected molecules or ions with the total composition C15H10Cl40N3O4P3. The level of theory is ωB97M-V with the def2-TZVPD basis set.

Cartesian coordinates (Å):
C (3.925, 0.294, 0.783)
P (3.621, 1.843, 1.705)
O (4.634, 2.963, 0.998)
C (1.927, 2.485, 1.165)
C (1.773, 3.740, 1.924)
N (1.596, 4.600, 2.664)
C (0.755, 1.500, 1.426)
C (0.784, 0.926, 2.769)
N (0.783, 0.475, 3.824)
P (0.750, 0.044, 0.188)
N (1.111, -1.321, 0.868)
P (-0.916, 2.316, 1.268)
O (-1.200, 3.273, 2.317)
O (-1.008, 2.905, -0.230)
O (-1.982, 1.082, 1.317)
H (3.536, 0.249, -0.233)
H (4.996, 0.094, 0.752)
H (3.470, -0.510, 1.367)
H (4.216, 3.285, 0.186)
H (1.865, 2.774, 0.105)
H (1.653, 0.467, -0.803)
H (-0.507, 0.029, -0.433)
H (0.344, -1.974, 0.733)
H (-1.282, 2.221, -0.859)
H (-2.574, 1.210, 0.560)
Cl (-4.162, -2.855, 2.529)
C (-3.152, -1.796, 3.529)
Cl (-3.978, -0.253, 3.766)
Cl (-2.854, -2.555, 5.091)
Cl (-1.612, -1.513, 2.716)
Cl (-8.472, 1.639, 1.829)
C (-7.568, 0.356, 1.022)
Cl (-8.000, -1.205, 1.723)
Cl (-7.955, 0.356, -0.704)
Cl (-5.836, 0.630, 1.241)
Cl (0.369, -1.968, 6.170)
C (0.623, -3.042, 7.540)
Cl (0.721, -4.716, 6.979)
Cl (2.130, -2.616, 8.363)
Cl (-0.728, -2.887, 8.673)
Cl (7.156, -1.282, -2.594)
C (5.785, -0.555, -3.425)
Cl (5.878, 1.207, -3.317)
Cl (5.796, -1.043, -5.125)
Cl (4.281, -1.107, -2.674)
Cl (-0.761, -1.178, -4.349)
C (0.229, 0.282, -4.373)
Cl (1.931, -0.159, -4.437)
Cl (-0.210, 1.279, -5.756)
Cl (-0.080, 1.214, -2.883)
Cl (-3.615, 3.219, -7.156)
C (-4.375, 2.468, -5.752)
Cl (-5.629, 3.533, -5.117)
Cl (-5.097, 0.914, -6.208)
Cl (-3.147, 2.189, -4.510)
Cl (7.236, -4.251, -3.755)
C (7.612, -5.528, -2.594)
Cl (7.660, -7.090, -3.418)
Cl (9.185, -5.201, -1.858)
Cl (6.370, -5.559, -1.339)
Cl (1.929, -6.846, 9.458)
C (1.746, -8.511, 8.907)
Cl (0.665, -9.382, 10.000)
Cl (1.062, -8.517, 7.276)
Cl (3.325, -9.305, 8.885)
Cl (-5.797, 1.923, -9.179)
C (-5.552, 2.634, -10.777)
Cl (-7.071, 3.318, -11.362)
Cl (-4.334, 3.914, -10.672)
Cl (-4.995, 1.387, -11.898)
Cl (-2.326, 8.382, 0.985)
C (-1.793, 6.694, 1.046)
Cl (-0.303, 6.523, 0.102)
Cl (-1.501, 6.217, 2.707)
Cl (-3.056, 5.673, 0.337)

LUMO level ... -0.02910 hartree
HOMO-LUMO gap ... 8.594 eV
Strongest force on any atom ... 1.63 eV/A
SMILES string ... CP(O)[C@H](C#N)[C@](C#N)([PH2]=N)P(=O)(O)O.ClC(Cl)(Cl)Cl.ClC(Cl)(Cl)Cl.ClC(Cl)(Cl)Cl.ClC(Cl)(Cl)Cl.ClC(Cl)(Cl)Cl.ClC(Cl)(Cl)Cl.ClC(Cl)(Cl)Cl.ClC(Cl)(Cl)Cl.ClC(Cl)(Cl)Cl.ClC(Cl)(Cl)Cl
E ... -557137.491 eV
Highest occupied orbital energy ... -9.4 eV


This record from OMol25 describes a molecular structure, C15H10F6N4O5RuS5. The level of theory is ωB97M-V with the def2-TZVPD basis set.

Cartesian coordinates (Å):
Ru (0.328, 0.076, 0.418)
O (0.977, 4.346, 0.684)
C (0.555, 3.188, 0.601)
N (1.233, 2.052, 0.661)
C (2.659, 2.133, 0.825)
C (3.317, 0.962, 0.146)
C (4.691, 0.751, 0.221)
C (5.241, -0.317, -0.451)
C (4.415, -1.151, -1.197)
C (3.064, -0.894, -1.200)
N (2.526, 0.142, -0.541)
C (-0.931, 2.973, 0.404)
C (-1.811, 4.030, 0.548)
C (-3.162, 3.803, 0.348)
C (-3.587, 2.531, -0.001)
C (-2.645, 1.526, -0.124)
N (-1.342, 1.743, 0.076)
H (2.941, 2.124, 1.884)
H (3.043, 3.064, 0.396)
H (5.299, 1.419, 0.816)
H (6.305, -0.511, -0.389)
H (4.805, -2.007, -1.729)
H (2.367, -1.530, -1.729)
H (-1.406, 4.996, 0.810)
H (-3.875, 4.610, 0.459)
H (-4.631, 2.308, -0.176)
H (-2.932, 0.523, -0.396)
S (3.243, -2.169, 3.275)
C (1.958, -1.584, 2.412)
S (1.120, -0.126, 2.850)
S (1.309, -2.312, 0.993)
F (-2.303, -4.056, -3.009)
C (-1.316, -3.169, -2.960)
F (-1.277, -2.501, -4.115)
F (-0.164, -3.808, -2.795)
S (-1.595, -1.950, -1.624)
O (-0.375, -1.142, -1.638)
O (-2.808, -1.249, -1.958)
N (-1.696, -2.934, -0.408)
S (-2.186, -2.403, 0.999)
O (-1.780, -1.023, 1.236)
O (-1.979, -3.391, 1.999)
C (-4.050, -2.286, 0.861)
F (-4.448, -1.033, 0.638)
F (-4.593, -2.696, 2.005)
F (-4.503, -3.055, -0.124)

LUMO level (spin up / spin down) ... 0.09505 / 0.05418 hartree
HOMO-LUMO gap (spin up / spin down) ... 6.801 / 6.219 eV
Spin multiplicity ... 6
Strongest force on any atom ... 0.94 eV/A
E ... -104979.702 eV
Net charge ... -1
Highest occupied orbital energy (spin up / spin down) ... -4.2 / -4.7 eV


This record from OMol25 describes a single C15H10N2O4 molecule. The level of theory is ωB97M-V with the def2-TZVPD basis set.

Cartesian coordinates (Å):
O (-0.356, -2.643, 0.769)
C (-0.992, -1.626, 0.731)
N (-0.612, -0.537, -0.091)
C (0.662, -0.195, -0.633)
C (1.637, -1.125, -1.074)
C (3.000, -0.590, -1.522)
O (3.939, -1.400, -1.789)
C (3.149, 0.773, -1.672)
C (4.245, 1.446, -2.242)
C (4.314, 2.822, -2.331)
C (3.190, 3.543, -1.837)
C (2.044, 2.995, -1.444)
C (2.035, 1.578, -1.288)
O (0.821, 1.066, -0.827)
C (-2.268, -1.558, 1.550)
C (-2.750, -2.638, 2.373)
C (-4.116, -2.690, 2.871)
C (-4.863, -1.440, 2.686)
N (-4.392, -0.425, 1.983)
O (-5.076, 0.666, 1.934)
C (-3.160, -0.435, 1.439)
H (-1.083, 0.260, 0.077)
H (1.503, -2.178, -0.956)
H (4.970, 0.799, -2.650)
H (5.045, 3.428, -2.738)
H (3.347, 4.624, -1.833)
H (1.111, 3.661, -1.373)
H (-2.021, -3.505, 2.472)
H (-4.603, -3.625, 3.469)
H (-5.853, -1.515, 3.106)
H (-2.865, 0.463, 0.839)

LUMO level ... -0.02661 hartree
HOMO-LUMO gap ... 8.202 eV
Strongest force on any atom ... 6.38 eV/A
SMILES string ... O=C(Nc1cc(=O)c2ccccc2o1)c1ccc[n+]([O-])c1
E ... -26883.168 eV
Highest occupied orbital energy ... -8.9 eV


This record from OMol25 describes a molecular structure, C15H11AlF5N3O4. The level of theory is ωB97M-V with the def2-TZVPD basis set.

Cartesian coordinates (Å):
O (-3.435, -4.274, -0.591)
C (-2.501, -4.260, 0.089)
N (-1.605, -4.186, 0.967)
C (-1.234, -2.813, 1.077)
N (-1.690, -2.079, 2.112)
C (-1.398, -0.767, 2.247)
C (-0.614, -0.079, 1.333)
C (-0.286, 1.421, 1.414)
O (0.855, 1.683, 2.236)
C (1.347, 2.945, 1.882)
C (2.728, 3.132, 1.691)
C (3.250, 4.394, 1.336)
C (2.395, 5.490, 1.126)
C (1.009, 5.328, 1.306)
C (0.515, 4.070, 1.681)
C (-0.106, -0.812, 0.226)
C (-0.434, -2.189, 0.116)
C (0.118, -2.890, -1.150)
O (0.035, -2.236, -2.135)
N (0.624, -4.232, -1.088)
C (1.681, -4.473, -2.006)
O (1.652, -4.382, -3.175)
F (2.849, -4.911, -1.414)
H (-2.298, -2.469, 2.828)
H (-1.805, -0.230, 3.115)
H (-1.207, 1.944, 1.743)
H (-0.026, 1.735, 0.382)
H (3.439, 2.309, 1.835)
H (4.329, 4.553, 1.216)
H (2.749, 6.488, 0.837)
H (0.292, 6.149, 1.179)
H (-0.571, 3.981, 1.834)
H (0.517, -0.358, -0.560)
H (1.030, -4.352, -0.154)
F (-2.207, 0.065, -3.254)
Al (-2.530, -0.795, -4.734)
F (-2.216, -2.478, -4.482)
F (-1.506, -0.192, -5.983)
F (-4.182, -0.577, -5.175)

LUMO level ... -0.10536 hartree
HOMO-LUMO gap ... 7.030 eV
Strongest force on any atom ... 2.47 eV/A
E ... -48583.658 eV
Highest occupied orbital energy ... -9.9 eV